[1]
Below is a cluster of 11 separate species, C34H64Cl8O21 in total, with properties calculated with ωB97M-V/def2-TZVPD.

XYZ file:
```
127
Properties=species:S:1:pos:R:3:forces:R:3:lowdin_charge:R:1
Cl -2.7055 4.1914 4.6739 -0.1248 -0.5282 1.2727 0.610
C -2.2517 4.5808 3.0555 0.8058 -0.2236 -1.5722 -0.709
C -0.8769 3.9725 2.6766 -0.5023 0.5358 -0.4265 -0.588
Cl -0.4724 4.4157 0.9333 -0.1090 0.0626 1.1005 0.554
H -2.2013 5.6684 3.0049 -0.0280 -0.1531 -0.3282 0.071
H -3.0123 4.1791 2.3859 0.0231 0.2770 -0.0204 0.070
H -0.8310 2.8837 2.6519 -0.2742 0.0911 0.3227 0.037
H -0.1373 4.3977 3.3550 0.2000 -0.0915 -0.3033 0.052
Cl 7.0398 0.4850 -1.5278 0.0311 0.0495 0.0118 0.582
C 6.8494 2.0427 -2.3343 0.3521 1.0300 -1.7581 -0.620
C 6.9378 1.9977 -3.9527 -2.0278 0.9143 2.4178 -0.703
Cl 7.9503 0.7795 -4.5635 1.0750 -0.9694 -0.6366 0.605
H 7.6069 2.7655 -2.0311 0.2386 -0.5041 0.4218 0.066
H 5.8983 2.4680 -2.0138 -0.0714 -0.1429 -0.2412 0.040
H 7.2319 2.9888 -4.2984 0.1926 -0.1246 0.0898 0.070
H 5.9125 1.8384 -4.2864 0.1308 -0.1694 -0.2565 0.061
Cl 4.9286 -0.9125 1.5040 -0.9824 0.0187 -0.2983 0.574
C 6.6615 -0.7439 1.8758 -0.4452 -0.3482 -0.7342 -0.609
C 7.4350 -1.7601 1.0084 0.6459 1.4659 0.2527 -0.755
Cl 7.6640 -3.3054 1.7343 -0.1611 -1.2920 0.7011 0.607
H 6.5992 -0.8608 2.9577 1.1468 -0.2079 -0.1882 0.060
H 6.9364 0.2668 1.5743 0.0610 -0.0919 0.1737 0.054
H 8.4417 -1.3688 0.8618 -0.0475 0.1534 -0.0970 0.066
H 6.9956 -1.9047 0.0214 -0.2194 0.2354 0.2336 0.034
Cl -0.3177 3.3270 -4.7013 0.1143 -0.3151 -0.2963 0.571
C -0.8322 1.8047 -3.9218 -1.3153 0.2605 0.6065 -0.610
C -2.2818 2.0350 -3.2979 1.6512 -0.2303 -1.0886 -0.612
Cl -2.1386 3.2099 -1.9554 -0.2602 -0.6592 0.2115 0.534
H -0.0489 1.5644 -3.2030 -0.4446 0.2026 0.4688 0.047
H -0.8281 0.9470 -4.5943 -0.3116 0.4127 -0.5330 0.065
H -2.7096 1.0563 -3.0809 0.1114 0.1345 0.9017 0.060
H -2.9894 2.4870 -3.9929 0.4632 0.0412 -0.2662 0.064
C -3.4778 0.0750 3.4219 -1.0620 2.0573 0.8922 -0.168
C -4.1386 -0.8084 2.4573 -1.5538 0.1084 -1.0058 -0.163
O -3.3850 -1.9805 2.5467 1.7693 -2.4010 1.2240 0.028
C -2.7871 -2.0304 3.7961 3.1232 -0.8455 1.4721 -0.423
O -2.0677 -2.8939 4.3608 -3.4689 2.7848 -2.9768 0.092
O -2.9064 -0.7781 4.3428 1.0230 -2.1671 0.8007 0.056
H -4.2099 0.6279 4.0105 0.0696 0.6030 -0.4195 0.145
H -2.7367 0.7241 2.9554 0.1521 0.0287 0.1141 0.119
H -4.1054 -0.3601 1.4643 0.0591 -0.4669 -0.1229 0.122
H -5.1625 -1.0979 2.6937 -0.1603 0.3495 0.0811 0.121
C -2.1256 -2.4247 -4.6691 0.0513 1.5758 0.2336 -0.136
C -3.5112 -3.0380 -4.4682 1.1873 0.1549 1.3567 -0.128
O -4.3585 -2.2992 -5.3072 -0.6851 0.4347 -1.6257 0.067
C -3.7093 -1.2930 -5.9465 0.5630 1.0235 -0.4294 -0.486
O -4.1877 -0.4043 -6.6274 1.0439 -2.3589 1.6651 0.141
O -2.3547 -1.4072 -5.6346 -1.1900 0.6928 -1.5316 0.016
H -1.3189 -3.0828 -4.9919 -0.3900 -0.0644 -0.1487 0.119
H -1.7821 -1.8052 -3.8406 0.1351 -0.7058 0.6109 0.107
H -3.8991 -2.8052 -3.4765 0.2854 -0.6879 0.2133 0.121
H -3.3636 -4.1064 -4.6262 -1.1750 0.0255 -0.3418 0.128
C 0.7413 5.8129 -2.1686 1.7244 -0.2628 -1.3255 -0.054
C 2.1549 5.6299 -2.9442 -1.4477 0.8355 0.2271 -0.191
O 3.1985 4.9616 -2.2742 1.6645 -0.4596 2.7468 -0.006
C 3.8853 5.4900 -1.1902 0.0860 -4.2702 -0.2112 -0.599
O 4.5498 4.7678 -0.4454 -0.7232 0.5328 -1.1083 0.066
O 3.7531 6.7321 -1.0453 -0.3831 3.8459 1.3066 0.038
C 4.5501 7.4483 -0.0101 0.2065 -0.1176 -0.5980 0.037
H 0.0037 5.9166 -2.9644 -0.0464 0.1395 0.0279 0.055
H 0.7193 6.7126 -1.5537 0.1465 -0.1598 0.0687 0.066
H 0.4342 4.9296 -1.6087 0.3337 -0.0183 0.0194 -0.002
H 2.5623 6.5883 -3.2661 -0.4393 0.2259 -0.0615 0.117
H 2.0577 4.9949 -3.8248 -0.4920 0.1837 0.0547 0.094
H 4.1598 8.4660 -0.0109 0.3918 -0.1031 -0.5704 0.100
H 5.5950 7.3069 -0.2863 -0.1043 0.5714 -0.2690 0.103
H 4.5385 7.1657 1.0426 -0.9071 -1.0428 -0.2279 0.085
C 2.1116 -0.8139 5.2601 -0.1161 -0.1017 -0.0936 -0.017
C 1.7170 -0.1555 3.9536 -1.8583 -1.5252 0.4472 -0.162
O 2.8038 0.6449 3.4973 0.3737 0.4141 0.2790 0.089
C 2.7989 1.9019 3.6178 1.9999 -0.3280 -2.0407 -0.450
O 1.8217 2.6240 4.1029 1.1955 -0.6247 -0.3764 0.373
O 3.8946 2.3683 3.0395 -1.9281 1.6335 1.1084 0.093
C 3.8913 3.7995 2.6757 0.1358 1.2340 0.5125 0.042
H 1.4518 -1.5853 5.6574 -0.8883 0.5801 -0.2423 0.100
H 2.2712 -0.0402 6.0111 0.4124 -0.3889 0.2137 0.092
H 2.9455 -1.4793 5.0366 0.7411 0.6799 0.1815 0.096
H 0.8478 0.4993 3.8921 -0.3603 -0.2778 0.5936 0.127
H 1.5486 -0.9431 3.2192 0.2840 0.3260 -0.3187 0.144
H 2.8825 4.1737 2.5017 -0.1066 -0.5095 -0.6962 0.100
H 4.5884 3.9743 1.8562 -0.4233 -0.5565 -0.2098 0.094
H 4.2141 4.4542 3.4852 0.3851 -0.6254 0.4764 0.108
C -5.5583 -2.9878 -0.2357 -1.7413 -0.0174 -0.2777 -0.039
C -7.1047 -3.0158 0.1154 2.0235 -0.1484 -0.5551 -0.170
O -7.3005 -4.0235 1.0931 -0.7633 -0.6395 0.6833 0.042
C -7.2784 -3.7239 2.3782 0.2517 3.1409 2.6810 -0.522
O -7.0088 -2.6054 2.9141 -0.5379 -3.1359 -2.2034 0.047
O -7.6431 -4.7810 3.1123 -0.0759 -0.8983 -2.1346 0.008
C -7.6568 -4.6687 4.5007 0.2973 1.2073 1.4596 -0.059
H -4.8951 -3.2181 0.5981 -0.1868 0.7560 0.2590 0.071
H -5.4649 -2.0187 -0.7258 0.8649 0.0567 0.1281 0.068
H -5.3336 -3.7764 -0.9539 -0.1912 0.0626 -0.1969 0.070
H -7.6130 -3.3339 -0.7949 -0.2242 -0.2037 0.2901 0.123
H -7.5257 -2.0514 0.3996 0.2771 -0.0974 0.4081 0.122
H -7.6818 -5.6062 5.0560 0.2648 -0.4079 -0.9100 0.098
H -8.5501 -4.1460 4.8425 0.0637 0.3641 -0.1604 0.101
H -6.7614 -4.1060 4.7648 -0.1878 0.0202 0.5117 0.094
C -1.1064 -7.5683 0.1874 1.9250 0.2071 0.2365 -0.047
C -0.4107 -7.5487 -1.2067 -0.9878 -1.7725 0.7828 -0.205
O -1.2133 -6.8885 -2.1529 -1.0475 1.1863 -0.6985 0.037
C -1.2127 -5.5533 -2.2542 -0.5768 0.0034 -0.1498 -0.606
O -2.1849 -4.8945 -2.4996 -0.8082 -0.1542 -0.4121 0.129
O -0.0288 -5.0072 -2.1153 2.1073 1.0951 0.1040 0.010
C 0.1970 -3.6706 -2.6719 0.0981 -0.0386 0.2783 0.004
H -2.1169 -7.9298 0.3779 -0.4034 0.7282 -1.2220 0.083
H -0.8678 -6.5935 0.6126 -0.6494 -0.0466 0.5592 0.073
H -0.6177 -8.3291 0.7961 0.8170 0.1978 0.0829 0.071
H -0.4102 -8.5896 -1.5300 0.2495 0.0963 -0.3785 0.121
H 0.6079 -7.1664 -1.2733 -0.0834 0.0456 0.6727 0.125
H 0.2790 -3.7544 -3.7556 -0.1125 -0.0548 0.1426 0.093
H 1.1257 -3.2469 -2.2897 0.2411 -0.8054 0.1315 0.097
H -0.5189 -2.8978 -2.3919 -0.5590 -0.6451 0.0230 0.062
C 3.2197 1.3845 -0.6456 -1.3192 0.4337 1.1801 -0.034
C 1.7860 1.5583 0.0827 2.8943 0.2190 -0.4806 -0.185
O 0.8251 0.7706 -0.5306 -1.6844 -1.5171 -0.6951 0.035
C -0.2161 0.3226 0.1617 -2.5809 -0.8930 0.5455 -0.488
O -0.5266 0.5639 1.3284 0.9269 -0.2649 -1.7950 0.088
O -0.9606 -0.5003 -0.6876 1.8652 1.3504 -0.5428 -0.035
C -2.2369 -1.0808 -0.4655 -0.2775 -0.7378 1.3602 -0.049
H 3.2834 1.8391 -1.6342 -0.2905 0.1111 0.1405 0.071
H 3.6310 0.3760 -0.6897 -0.5951 -0.1692 0.0566 0.035
H 3.8880 1.9087 0.0374 0.2301 0.2831 -0.2375 0.048
H 1.4727 2.6011 0.0333 0.0919 0.0127 0.1167 0.086
H 1.9105 1.2336 1.1157 -0.0835 0.0949 0.1130 0.096
H -2.2311 -1.5769 0.5051 -0.3379 0.4478 0.2736 0.087
H -2.4506 -1.9208 -1.1265 0.8826 0.1067 -0.6164 0.082
H -3.0994 -0.4322 -0.6189 0.3816 0.6151 0.3283 0.092
```
Forces are in eV/Å.

Its gap between HOMO and LUMO (spin up / spin down) is 8.963 / 3.027 eV. As for the largest force on an atom: 0.10409 hartree/bohr. As for the multiplicity: 2. As for the net charge: +1. The total energy comes out at -179460.270 eV. The calculation puts the HOMO energy (spin up / spin down) at -12.25 / -12.25 eV.


[2]
Below is a cluster of 9 separate species, C34H64F6N4O13 in total, with properties calculated with ωB97M-V/def2-TZVPD.

XYZ file:
```
121
Properties=species:S:1:pos:R:3:forces:R:3:lowdin_charge:R:1
C -0.4025 -2.9177 -2.6644 0.2730 -0.7546 0.1531 -0.047
C -0.6136 -2.7017 -1.1457 1.7678 1.5423 -2.0168 -0.232
O -1.2995 -3.7315 -0.5370 -2.7026 -1.1982 1.2623 0.027
C -2.6443 -3.7438 -0.5974 -0.9868 2.0044 -3.7130 -0.272
O -3.3442 -2.9800 -1.3366 2.6908 -2.9856 3.5970 0.086
C -3.1889 -5.0038 0.1660 -1.7071 0.5750 -1.5551 -0.509
F -3.4396 -4.6932 1.4349 0.1449 -0.3740 -0.1662 0.180
F -4.3725 -5.3613 -0.4584 1.2816 0.4125 1.0432 0.118
F -2.3793 -6.0482 0.0644 0.0539 0.2819 0.3949 0.183
H 0.1908 -3.8162 -2.8339 0.0746 -0.2156 0.2563 0.075
H 0.2020 -2.1349 -3.1226 -0.3179 0.2811 0.2758 0.055
H -1.3118 -3.0947 -3.2389 -0.2048 0.4170 0.2584 0.074
H -1.0484 -1.7144 -0.9901 -0.3928 -0.2027 0.2796 0.101
H 0.3598 -2.7194 -0.6554 0.0018 0.1940 -0.0846 0.114
C 5.3867 0.0737 -1.8318 0.3636 0.0507 -0.0107 -0.055
C 6.2785 -0.6752 -0.8279 -2.1505 -0.2759 -0.0484 -0.227
O 7.6470 -0.3218 -0.9321 2.2343 -0.4450 1.5274 0.014
C 8.4872 -0.6916 0.1142 -2.8859 -0.4850 1.6910 -0.265
O 8.1111 -1.1871 1.1949 1.4576 1.4882 -3.7544 0.115
C 9.9682 -0.2308 -0.1485 -0.9415 -2.2655 1.0127 -0.562
F 10.2845 -0.3118 -1.4378 0.2328 0.3895 0.4181 0.180
F 10.1055 0.9651 0.3542 0.2597 1.4266 -0.3425 0.202
F 10.7853 -1.0319 0.5855 -0.2803 0.2008 -0.8874 0.139
H 5.0453 1.0248 -1.4233 0.3322 0.2091 -0.2096 0.067
H 4.4671 -0.4721 -2.0430 0.0609 -0.3228 0.2695 0.053
H 5.8703 0.1913 -2.8015 0.1371 0.2324 0.0776 0.077
H 6.1295 -1.7419 -0.9954 0.5192 -0.1616 0.0266 0.128
H 5.8428 -0.4768 0.1513 0.5883 -0.0295 0.2869 0.101
C -9.2036 -2.3154 -6.0082 0.4993 -0.4693 0.8785 -0.121
O -8.7423 -0.9955 -5.9914 -0.2832 0.6588 0.2886 -0.174
C -7.3466 -0.8694 -6.1720 -0.0238 -0.0003 -0.0523 -0.204
C -6.8267 0.4553 -5.5978 -0.5880 0.1385 -0.8397 -0.213
O -7.2947 0.6976 -4.3175 0.6685 -0.5003 1.9850 -0.123
C -6.5553 -0.0316 -3.2954 0.7066 1.0019 -0.1927 -0.121
C -5.1118 0.5332 -2.9526 -1.8837 0.2286 -0.4177 -0.199
O -5.2562 1.8870 -2.5742 0.5140 0.1828 0.2164 -0.178
C -4.0164 2.4278 -2.0747 -0.8503 -0.6119 -0.5860 -0.072
H -10.2294 -2.3967 -5.6488 -0.1734 0.5146 -0.5320 0.089
H -8.6618 -2.8725 -5.2439 0.3726 -0.3779 0.0226 0.081
H -9.0513 -2.8199 -6.9622 -0.1790 0.0365 -0.2378 0.086
H -7.1853 -0.9321 -7.2482 0.6139 0.0573 -0.1666 0.125
H -6.8035 -1.6772 -5.6816 -0.1010 -0.4109 0.0284 0.108
H -7.1976 1.2708 -6.2187 -0.0623 0.1000 -0.0050 0.129
H -5.7389 0.5248 -5.6042 0.2178 -0.3484 -0.3831 0.117
H -6.4500 -1.0782 -3.5810 0.0067 -0.1453 0.0094 0.112
H -7.1426 0.0257 -2.3789 -0.1205 0.0755 -0.1740 0.123
H -4.4350 0.4122 -3.7984 0.2084 0.0929 -0.2019 0.112
H -4.7115 -0.0421 -2.1178 0.0439 -0.3237 0.1483 0.102
H -4.2012 3.3936 -1.6045 -0.1839 -0.2691 -0.0193 0.077
H -3.3366 2.5694 -2.9149 0.3102 0.0153 -0.0162 0.088
H -3.6039 1.7131 -1.3626 0.2286 0.2352 0.2188 0.067
C 3.0531 -2.2188 0.8713 0.5870 -0.0056 -0.4659 -0.131
O 4.1329 -1.7344 1.6126 1.1759 -0.4805 2.1491 -0.246
C 4.5769 -2.6251 2.6983 -0.4749 1.0007 -0.1456 -0.124
C 5.6013 -1.9457 3.6823 -1.2856 -0.5162 -1.8302 -0.164
O 5.0193 -0.9621 4.5068 -0.2118 0.1624 0.8095 -0.162
C 5.9537 -0.3174 5.3885 -0.6049 -0.3166 -0.1764 -0.166
C 6.2486 -1.0410 6.7194 0.0057 -1.4270 -1.4940 -0.162
O 7.0352 -2.2663 6.5542 -0.4146 1.0625 0.1527 -0.210
C 7.1436 -3.0015 7.7807 0.5826 0.7215 -0.7535 -0.103
H 2.1226 -2.3563 1.4220 -0.1374 0.3503 0.3155 0.087
H 3.3005 -3.1939 0.4515 0.0041 -0.1871 -0.3687 0.088
H 2.9834 -1.4624 0.0896 -0.6658 -0.3547 -0.2458 0.063
H 5.0422 -3.5017 2.2475 0.4056 -0.0010 -0.0720 0.119
H 3.6837 -3.0094 3.1908 -0.1353 0.1869 0.4027 0.118
H 6.2738 -1.4549 2.9787 0.7732 -0.1750 0.2922 0.109
H 6.0281 -2.7558 4.2736 0.3994 0.1488 -0.0769 0.123
H 5.5137 0.6328 5.6913 -0.5365 -0.0486 0.0547 0.120
H 6.7927 0.0301 4.7856 0.6851 -0.5738 0.2511 0.130
H 5.3243 -1.4291 7.1473 -0.4141 0.6900 0.1044 0.124
H 6.6786 -0.2536 7.3384 0.5241 -0.4089 0.5159 0.119
H 7.4420 -2.2692 8.5309 0.1190 -0.3935 0.4885 0.083
H 7.9219 -3.7435 7.6023 0.0691 0.1295 0.1985 0.087
H 6.2498 -3.5409 8.0942 -0.3929 0.2434 -0.1744 0.083
C -6.1676 -0.7959 3.0794 -0.0422 0.5768 0.8654 -0.128
O -5.7871 -1.6467 2.0533 -0.2647 -1.1191 -1.3957 -0.172
C -5.2314 -1.0971 0.8634 0.3553 0.9338 0.5953 -0.182
C -3.8454 -0.4830 1.1103 -0.6784 -0.3618 -0.7082 -0.187
O -3.9086 0.8625 1.5872 -0.1792 -0.2545 -0.2815 -0.119
C -2.6928 1.4195 2.0255 1.1394 1.1302 -0.5306 -0.173
C -2.4824 2.9662 1.7908 -1.2789 -0.7687 0.1461 -0.174
O -2.4044 3.2676 0.4153 0.1157 -1.1873 -0.8513 -0.233
C -2.5682 4.6150 0.0737 0.9453 0.3241 0.8021 -0.131
H -5.3673 -0.7144 3.8149 0.4332 0.6409 -0.1439 0.084
H -6.9618 -1.2053 3.7037 -0.3679 -0.5316 -0.5355 0.081
H -6.5259 0.1701 2.7239 0.2839 0.1922 -0.0099 0.094
H -5.8746 -0.3822 0.3502 -0.3776 0.5611 0.4841 0.123
H -5.1302 -1.8473 0.0792 0.1401 -0.6646 0.6129 0.106
H -3.3526 -0.5724 0.1422 0.4251 0.5654 -0.2933 0.093
H -3.3398 -1.2183 1.7362 0.3225 0.3893 0.7047 0.132
H -1.8255 1.0392 1.4858 -0.0465 -0.6691 -0.1321 0.088
H -2.5268 1.1904 3.0782 -0.0038 0.1545 0.1937 0.126
H -1.5523 3.2498 2.2834 0.1547 -0.0840 0.2550 0.105
H -3.3034 3.5458 2.2130 -0.1716 0.0367 0.3010 0.121
H -1.8259 5.1664 0.6508 -0.1747 0.6235 0.4144 0.070
H -3.5695 4.9752 0.3100 -0.1099 0.1106 -0.1653 0.097
H -2.2457 4.8185 -0.9474 -0.5141 -0.5353 -0.2038 0.069
C 3.4644 1.0678 2.4626 0.6590 0.4968 0.0166 -0.060
C 2.0566 1.4037 2.5283 2.0934 -0.8507 -0.0422 -0.270
N 0.9483 1.6080 2.6318 -2.3539 0.6142 0.0028 0.151
H 4.0364 1.9756 2.6545 0.0057 0.1243 -0.1301 0.085
H 3.7534 0.6949 1.4800 -0.1969 0.0210 0.1080 0.068
H 3.7725 0.3512 3.2239 -0.3402 -0.1329 -0.0786 0.065
C 0.9392 4.7713 0.3877 0.1263 0.4181 0.9563 -0.078
C 2.2027 4.0984 0.2032 3.1293 -2.7601 -1.1807 -0.270
N 3.2047 3.4890 0.0687 -2.9865 1.9955 0.4577 0.138
H 0.1222 4.0929 0.6334 0.1529 -0.2397 -0.3388 0.054
H 0.6690 5.4447 -0.4258 0.1170 -0.1610 0.0979 0.072
H 1.1529 5.3143 1.3083 -0.5220 0.5797 0.0324 0.092
C 1.1745 5.8090 -4.2326 -0.6661 -0.2844 -0.0504 -0.047
C 0.3331 4.9026 -3.4315 2.1011 1.3265 -1.9587 -0.249
N -0.2967 4.2821 -2.7314 -1.5435 -1.5138 1.5811 0.165
H 1.4632 5.4622 -5.2248 -0.1991 -0.5579 0.2099 0.084
H 2.0920 6.0112 -3.6801 -0.2582 0.4489 0.0141 0.087
H 0.5001 6.6448 -4.4189 0.5949 0.5597 0.2024 0.085
C -0.2361 1.1689 -0.8716 0.0518 0.5717 0.2827 -0.056
C 0.8105 0.3481 -1.3978 0.3489 -0.7564 -0.6773 -0.267
N 1.5965 -0.3206 -1.8998 0.2875 -0.0664 0.1118 0.164
H -1.1983 0.6584 -0.9126 0.0360 0.1040 0.0421 0.073
H -0.2513 2.0710 -1.4834 -0.3259 0.1573 0.1772 0.057
H 0.0427 1.4145 0.1531 -0.3199 0.1647 0.0958 0.052
```
Forces are in eV/Å.

Its gap between HOMO and LUMO is 9.591 eV. As for the largest force on an atom: 0.10489 hartree/bohr. As for the SMILES: CCOC(=O)C(F)(F)F.CCOC(=O)C(F)(F)F.COCCOCCOC.COCCOCCOC.COCCOCCOC.CC#N.CC#N.CC#N.CC#N. The energy above the lowest of the compared OMol25 structures with the same formula, charge and spin is 31.5 kcal per mole. The total energy comes out at -85171.052 eV. The calculation puts the HOMO energy at -9.32 eV.